(w)
# C4H12

A 2-piece molecular cluster, C4H12 overall (ωB97M-V with the def2-TZVPD basis set, OMol25).

Structure (XYZ):
```
16
Properties=species:S:1:pos:R:3:lowdin_charge:R:1
C -0.55 1.70 -0.38 -0.278
C 0.76 1.61 -1.16 -0.312
H -1.38 1.23 -0.91 0.043
H -0.37 1.28 0.61 0.026
H -0.84 2.74 -0.17 0.037
H 0.56 1.44 -2.24 0.037
H 1.18 0.61 -0.96 0.021
H 1.53 2.37 -1.12 0.030
C 0.35 -1.39 1.32 -0.420
C -0.56 -1.93 0.24 -0.318
H 0.96 -2.16 1.80 0.010
H 1.03 -0.69 0.82 0.011
H -0.12 -0.80 2.11 0.018
H -1.29 -1.16 -0.05 0.033
H -1.23 -2.71 0.60 0.030
H -0.09 -2.21 -0.70 0.032
```

Calculated values
Kohn-Sham gap (alpha / beta) (eV): 2.8 / 12.3
Multiplicity: 2
<S²>: 0.75
Charge: -1
LUMO (alpha / beta) (eV): 4.448 / 4.591



(x)
# C4H12

A 2-piece molecular cluster, C4H12 overall (ωB97M-V with the def2-TZVPD basis set, OMol25).

Structure (XYZ):
```
16
Properties=species:S:1:pos:R:3:lowdin_charge:R:1
C -1.43 2.02 -0.66 -0.333
C -1.45 0.80 0.28 -0.271
H -0.99 1.75 -1.63 0.022
H -2.45 2.36 -0.78 0.026
H -0.80 2.90 -0.45 0.033
H -0.90 -0.01 -0.32 0.037
H -2.50 0.51 0.47 0.043
H -0.82 0.93 1.17 0.040
C 1.03 -1.89 -0.16 -0.377
C 1.80 -0.89 0.68 -0.370
H 1.38 -2.00 -1.19 0.018
H 1.15 -2.95 0.07 0.027
H -0.03 -1.58 -0.21 0.021
H 1.41 -0.94 1.72 0.042
H 1.74 0.15 0.34 0.022
H 2.87 -1.17 0.65 0.022
```

Calculated values
Kohn-Sham gap (alpha / beta) (eV): 2.7 / 12.0
Multiplicity: 2
<S²>: 0.75
Charge: -1
LUMO (alpha / beta) (eV): 4.299 / 4.555



Last place for stability: (x)



(w)
# C4H12

A 2-piece molecular cluster, C4H12 overall (ωB97M-V with the def2-TZVPD basis set, OMol25).

Structure (XYZ):
```
16
Properties=species:S:1:pos:R:3:lowdin_charge:R:1
C 2.60 -1.87 2.88 -0.476
H 2.45 -0.71 2.85 -0.013
H 2.94 -2.23 1.92 -0.060
H 1.52 -2.20 2.95 -0.032
H 3.33 -2.16 3.65 -0.031
C -1.49 0.35 -2.43 -0.198
C -1.79 0.79 -1.01 -0.377
C -0.54 1.32 -0.33 -0.267
H -2.12 0.50 -3.27 0.023
H -0.99 -0.64 -2.61 0.057
H -0.49 0.89 -2.79 0.087
H -2.33 -0.02 -0.38 0.102
H -2.60 1.50 -0.95 0.076
H 0.17 0.57 -0.03 0.024
H 0.00 1.98 -1.02 0.051
H -0.68 1.93 0.56 0.033
```

Calculated values
Kohn-Sham gap (alpha / beta) (eV): 2.5 / 11.7
Multiplicity: 2
<S²>: 0.75
Charge: -1
LUMO (alpha / beta) (eV): 3.874 / 3.792



(x)
# C4H12

A 2-piece molecular cluster, C4H12 overall (ωB97M-V with the def2-TZVPD basis set, OMol25).

Structure (XYZ):
```
16
Properties=species:S:1:pos:R:3:lowdin_charge:R:1
C 2.92 -0.50 -1.04 -0.310
C 1.76 -1.19 -0.32 -0.317
H 3.09 -0.95 -2.03 0.041
H 2.69 0.53 -1.33 0.025
H 3.84 -0.50 -0.45 0.039
H 2.00 -1.52 0.69 0.032
H 0.88 -0.55 -0.27 0.019
H 1.45 -2.09 -0.85 0.033
C -2.67 1.53 0.57 -0.342
C -2.02 0.15 0.80 -0.367
H -2.72 1.77 -0.50 0.029
H -3.64 1.60 1.07 0.032
H -2.05 2.34 0.97 0.024
H -2.48 -0.25 1.71 0.022
H -2.27 -0.52 -0.01 0.021
H -0.97 0.16 1.09 0.018
```

Calculated values
Kohn-Sham gap (alpha / beta) (eV): 2.7 / 12.3
Multiplicity: 2
<S²>: 0.75
Charge: -1
LUMO (alpha / beta) (eV): 4.287 / 4.453



(y)
# C4H12

A 2-piece molecular cluster, C4H12 overall (ωB97M-V with the def2-TZVPD basis set, OMol25).

Structure (XYZ):
```
16
Properties=species:S:1:pos:R:3:lowdin_charge:R:1
C -1.61 0.40 0.72 -0.355
C -2.51 1.65 0.69 -0.284
H -1.60 -0.07 -0.27 0.016
H -0.53 0.53 0.82 0.020
H -1.93 -0.45 1.32 0.027
H -3.01 1.64 -0.28 0.033
H -1.85 2.52 0.57 0.031
H -3.13 1.70 1.58 0.038
C 2.11 -0.36 -1.10 -0.372
C 2.00 -1.66 -0.27 -0.299
H 1.57 -0.55 -2.02 0.019
H 1.56 0.49 -0.69 0.011
H 3.16 -0.07 -1.15 0.024
H 2.96 -2.19 -0.28 0.032
H 1.27 -2.34 -0.72 0.029
H 1.75 -1.62 0.79 0.030
```

Calculated values
Kohn-Sham gap (alpha / beta) (eV): 2.8 / 12.1
Multiplicity: 2
<S²>: 0.75
Charge: -1
LUMO (alpha / beta) (eV): 4.297 / 4.493



Last place for stability: (w)



(w)
# CH8N2O2

A 3-piece molecular cluster, CH8N2O2 overall (ωB97M-V with the def2-TZVPD basis set, OMol25).

Structure (XYZ):
```
13
Properties=species:S:1:pos:R:3:lowdin_charge:R:1
H 2.08 -1.89 -0.21 0.053
N 1.33 -1.19 -0.16 0.013
C 0.15 -1.70 0.02 -0.339
N -1.16 -1.31 -0.12 0.113
H 0.40 -2.74 0.20 0.099
H -1.40 -0.35 -0.02 0.040
H -2.04 -1.79 0.14 0.121
O -1.44 1.90 -0.14 -0.116
H -0.45 1.86 -0.31 0.012
H -1.51 2.86 -0.10 0.035
O 1.17 1.54 0.37 -0.108
H 1.84 1.52 -0.41 0.109
H 1.17 0.67 0.71 -0.032
```

Calculated values
Kohn-Sham gap (eV): 10.4
Multiplicity: 1
SMILES: [H]/N=C/N.O.O
LUMO (eV): 0.857



(x)
# CH8N2O2

A 3-piece molecular cluster, CH8N2O2 overall (ωB97M-V with the def2-TZVPD basis set, OMol25).

Structure (XYZ):
```
13
Properties=species:S:1:pos:R:3:lowdin_charge:R:1
H -1.24 2.54 0.47 0.032
N -0.84 1.62 0.30 0.062
C -1.65 0.78 -0.20 -0.397
N -1.33 -0.46 -0.71 0.063
H -2.73 0.97 -0.19 0.108
H -0.33 -0.67 -0.61 0.051
H -1.90 -1.26 -0.48 0.084
O 1.63 -1.37 -1.49 -0.059
H 1.42 -1.09 -2.39 0.046
H 1.73 -2.32 -1.58 0.043
O 1.86 0.62 2.57 -0.075
H 1.79 0.95 1.67 0.013
H 1.61 -0.31 2.63 0.031
```

Calculated values
Kohn-Sham gap (eV): 10.1
Multiplicity: 1
SMILES: [H]/N=C/N.O.O
LUMO (eV): 0.606



Last place for stability: (w)